Entry 1:
A 4-piece molecular cluster, C22H46O11 overall. Source: OMol25; level of theory: wB97M-V/def2-TZVPD.

Last column: Löwdin charge in e.
Geometry (Å):
1 H -0.265 -4.042 -3.419  0.123
2 H 5.359 1.378 3.420  0.123
3 H 3.360 1.428 -2.450  0.005
4 H 4.444 1.838 -3.995  -0.008
5 H -5.709 2.848 7.425  0.083
6 H -0.841 1.922 4.789  0.122
7 O -0.962 -2.352 -4.891  -0.227
8 H -3.320 2.247 1.037  0.096
9 H 3.961 1.499 4.533  0.120
10 C 2.714 -0.954 -0.413  -0.098
11 H -1.737 0.347 3.256  0.118
12 H 0.962 -5.181 -2.892  0.122
13 H -5.159 1.194 7.059  0.086
14 C 3.414 3.418 3.118  -0.115
15 H -0.566 -1.246 -3.173  0.078
16 C -3.749 1.346 1.484  -0.098
17 H -0.525 -6.732 -6.853  0.083
18 H 2.874 3.994 2.368  0.093
19 O -2.013 3.511 4.414  -0.125
20 C 0.349 -2.188 -5.414  -0.201
21 H 4.355 3.930 3.355  0.082
22 C -3.327 4.028 4.254  -0.181
23 H -1.344 -0.344 -4.502  0.071
24 H -0.879 -6.522 -3.557  0.120
25 C 3.582 2.045 -3.331  -0.155
26 C -2.110 1.376 3.181  -0.202
27 H -1.915 -7.443 -5.962  0.080
28 O 3.666 2.141 2.580  -0.191
29 H 0.815 3.995 -3.628  -0.002
30 O -3.497 1.306 2.879  -0.212
31 H -5.074 4.558 5.386  0.123
32 C 0.552 1.862 -3.684  -0.778
33 H 1.845 -3.356 -6.363  0.120
34 O 2.325 -0.033 0.585  -0.189
35 H 1.571 1.121 2.824  0.120
36 H -2.503 1.686 5.293  0.115
37 C 0.951 -3.538 -5.761  -0.180
38 H 4.062 -0.416 2.145  0.122
39 H 0.274 -1.578 -6.322  0.129
40 C -1.296 -1.301 -3.984  -0.106
41 H 3.098 3.883 -4.353  0.048
42 H 4.557 -0.827 3.778  0.119
43 C -1.880 2.095 4.496  -0.176
44 O -1.292 -5.580 -5.318  -0.196
45 O 0.967 1.109 -4.639  -0.174
46 O 2.578 -0.533 3.601  -0.136
47 H -3.815 3.598 3.378  0.121
48 H -2.155 -6.079 -7.082  0.085
49 H 3.088 -1.883 0.041  0.078
50 H -2.275 -1.529 -3.551  0.073
51 H 0.599 -0.214 3.412  0.107
52 C -1.475 -6.516 -6.350  -0.133
53 H 0.364 -0.266 1.056  0.131
54 C 3.895 -0.178 3.196  -0.186
55 C 1.334 3.121 -3.172  -0.202
56 O 1.410 -4.280 -4.626  -0.134
57 C 1.503 0.033 2.848  -0.182
58 H 1.405 -1.644 1.512  0.123
59 H -4.830 1.375 1.340  0.082
60 C 2.749 3.054 -3.695  -0.352
61 O -4.664 2.577 5.661  -0.201
62 H -3.616 4.227 6.369  0.122
63 H 1.878 -1.168 -1.084  0.095
64 H -1.563 1.892 2.383  0.136
65 C 1.346 -0.549 1.459  -0.205
66 C 4.269 1.259 3.507  -0.212
67 C 0.416 -4.819 -3.770  -0.191
68 H 0.273 -4.138 -6.373  0.108
69 H 0.385 -6.699 -4.807  0.119
70 C -4.194 3.908 5.494  -0.202
71 H 3.522 -0.505 -0.988  0.083
72 H 2.787 3.344 4.015  0.081
73 H -3.347 0.457 0.991  0.093
74 H -3.978 2.397 7.604  0.085
75 C -0.334 -6.002 -4.357  -0.205
76 C -4.889 2.249 7.012  -0.124
77 H -3.191 5.093 4.049  0.127
78 H 0.993 -1.673 -4.694  0.125
79 O -0.561 1.619 -3.136  -0.197

Kohn-Sham gap in eV: 1.51
Net charge: -2



Entry 2:
A single C3H8N2O2S molecule. Source: OMol25; level of theory: wB97M-V/def2-TZVPD.

Last column: natural (NBO) charge in e.
Geometry (Å):
1 H -0.368 0.211 1.267  0.196
2 N 2.346 -0.276 0.430  -1.094
3 C -1.186 -0.313 0.949  -0.248
4 N -1.428 0.009 -0.412  -0.439
5 H -0.722 0.548 -2.234  0.176
6 H -0.214 -1.796 -0.485  0.184
7 H 2.886 -0.505 -0.519  0.412
8 O 1.286 1.632 1.790  -0.886
9 H -2.070 -0.356 1.614  0.195
10 O 0.724 1.361 -1.011  -0.744
11 H -1.352 1.827 -1.230  0.187
12 C -0.629 1.043 -1.179  0.077
13 C -1.133 -1.444 -0.101  -0.276
14 S 1.827 1.350 0.439  1.633
15 H -1.939 -2.180 -0.226  0.208
16 H 1.974 -1.113 0.906  0.419

Kohn-Sham gap in eV: 9.45
Energy relative to the best compared isomer or geometry (same formula, charge and spin) in kJ/mol: 377.46
Net charge: 0



Entry 3:
A single C18H24F6N2 molecule. Source: OMol25; level of theory: wB97M-V/def2-TZVPD.

Last column: natural (NBO) charge in e.
Geometry (Å):
1 H 0.625 -3.052 -0.287  0.182
2 C 2.481 -1.354 -2.450  -0.243
3 C 2.197 3.319 1.213  -0.608
4 C 2.185 -1.153 0.406  -0.051
5 C -0.948 -1.932 0.670  -0.433
6 H 1.753 0.530 -1.694  0.191
7 H -0.666 0.575 -0.255  0.242
8 H 2.473 4.288 1.622  0.211
9 C 3.293 -1.972 -0.296  -0.240
10 F -1.248 3.057 -0.400  -0.325
11 H 4.094 -0.553 -1.509  0.347
12 C -4.361 -0.422 0.010  -0.144
13 H 3.637 0.017 1.466  0.203
14 H -3.652 -2.309 0.719  0.228
15 H 2.775 -0.925 -3.410  0.203
16 C -3.371 -1.325 0.373  -0.166
17 N 1.021 -0.971 -0.466  -0.491
18 H -1.386 -2.904 0.897  0.212
19 F -6.001 -2.131 -0.068  -0.323
20 C -4.043 0.849 -0.444  -0.164
21 H 2.949 0.845 0.071  0.195
22 C -5.806 -0.820 0.145  0.974
23 C 2.195 2.264 2.313  -0.388
24 F -6.609 -0.169 -0.705  -0.320
25 C -1.706 0.301 -0.170  -0.128
26 C 1.711 0.897 1.830  -0.394
27 H -0.443 -1.565 1.566  0.223
28 H 2.105 -2.368 -2.624  0.184
29 H 3.200 2.168 2.731  0.191
30 H 1.208 3.405 0.767  0.208
31 F -3.277 3.454 -0.991  -0.319
32 H -4.816 1.548 -0.723  0.245
33 H 1.535 2.600 3.116  0.202
34 H -0.411 -2.160 -1.406  0.203
35 N 3.658 -1.466 -1.606  -0.615
36 H 4.187 -2.003 0.329  0.202
37 C 0.106 -2.097 -0.446  -0.203
38 H 1.529 0.259 2.699  0.196
39 C 2.711 0.196 0.913  -0.404
40 H 1.848 -1.723 1.280  0.198
41 H 0.764 1.022 1.305  0.201
42 C -2.299 2.544 -1.060  0.974
43 H 2.909 3.072 0.430  0.196
44 C 1.389 -0.498 -1.793  -0.233
45 H 2.946 -3.001 -0.439  0.187
46 H 0.494 -0.472 -2.418  0.205
47 C -2.702 1.195 -0.531  -0.152
48 C -2.030 -0.970 0.291  -0.007
49 F -1.927 2.480 -2.354  -0.326
50 F -6.279 -0.569 1.381  -0.324

Kohn-Sham gap in eV: 8.58
Energy relative to the best compared isomer or geometry (same formula, charge and spin) in kJ/mol: 12.46
SMILES: CCCC[C@@H]1CNCCN1CCc1cc(C(F)(F)F)cc(C(F)(F)F)c1
Net charge: 0



Entry 4:
A 3-piece molecular cluster, CH10N3O2 overall. Source: OMol25; level of theory: wB97M-V/def2-TZVPD.

Last column: natural (NBO) charge in e.
Geometry (Å):
1 H 1.904 -0.757 1.973  0.434
2 H -2.761 -2.728 -2.169  0.496
3 O -1.205 -1.008 0.066  -0.998
4 N 2.502 1.434 0.634  -0.771
5 H -0.700 1.147 0.477  0.434
6 O -2.415 -1.848 -2.238  -0.986
7 H -1.405 -1.490 -0.739  0.523
8 N 0.284 1.409 0.207  -0.789
9 H 3.205 1.596 1.384  0.430
10 H 2.465 2.246 0.064  0.405
11 H 0.282 -0.685 1.161  0.464
12 N 1.235 -0.335 1.381  -0.738
13 C 1.351 0.843 0.865  0.678
14 H -2.901 -1.291 -2.908  0.508
15 H 0.308 2.159 -0.464  0.423
16 H -2.148 -0.692 0.307  0.487

Kohn-Sham gap in eV: 11.84
Energy relative to the best compared isomer or geometry (same formula, charge and spin) in kJ/mol: 118.01
Net charge: +1



Entry 5:
A 2-piece molecular cluster, C38H41BO4S overall. Source: OMol25; level of theory: wB97M-V/def2-TZVPD.

Last column: Löwdin charge in e.
Geometry (Å):
1 C -4.041 0.797 0.393  -0.285
2 H -2.435 -6.039 9.015  0.121
3 C 3.770 -0.291 2.437  -0.015
4 C -2.080 -1.264 5.205  -0.022
5 C -1.090 2.515 4.654  -0.033
6 C -1.089 -1.103 2.829  -0.071
7 C -1.720 0.378 0.924  -0.040
8 H 4.132 -0.890 5.270  0.095
9 O 1.504 -1.163 1.984  0.152
10 H 4.274 -2.971 2.606  0.098
11 H -5.425 0.592 2.061  0.110
12 H 5.403 3.772 2.483  0.078
13 B 0.507 -1.131 2.931  -0.586
14 C -1.871 -4.060 5.073  -0.004
15 H -6.424 -0.353 -0.231  0.097
16 H -6.762 0.947 -1.413  0.088
17 H -5.604 -8.447 7.298  0.101
18 H -4.865 4.031 2.563  0.074
19 O -4.939 1.117 -0.585  -0.106
20 H -1.365 -3.767 3.024  0.124
21 H 1.404 2.939 5.910  0.106
22 C 3.335 -2.676 2.117  -0.024
23 C -3.064 3.343 3.505  -0.277
24 H -6.084 -6.609 5.671  0.105
25 H -1.752 -5.145 5.025  0.129
26 C 3.207 3.572 4.809  -0.136
27 C 3.076 -0.609 5.227  -0.006
28 H -0.358 3.340 1.414  0.099
29 H -3.767 -8.168 8.983  0.104
30 H -0.591 2.058 5.521  0.115
31 C -2.305 3.455 2.321  -0.041
32 C 3.542 3.888 3.503  -0.612
33 C 2.762 -1.396 2.711  -0.418
34 H -1.017 -1.898 2.036  0.155
35 C -1.597 -3.270 3.965  -0.021
36 C -6.321 0.720 -0.442  -0.066
37 C 2.316 -1.480 4.250  -0.448
38 H 2.664 -0.756 6.229  0.096
39 C -3.447 -5.239 7.307  -0.256
40 H 3.269 -3.302 4.897  0.096
41 C -0.285 2.906 3.553  -0.244
42 H -3.751 -0.457 3.521  0.107
43 H 1.744 -2.924 5.736  0.100
44 H 1.681 -3.544 4.081  0.089
45 H 4.734 -0.526 2.920  0.099
46 O -2.625 -4.122 7.397  0.004
47 C -1.618 -1.870 4.034  -0.199
48 H 3.447 0.702 2.788  0.076
49 H 4.578 5.357 2.394  0.079
50 H -4.611 4.711 4.162  0.083
51 C -2.065 -0.153 2.177  -0.168
52 C 1.851 3.153 4.945  -0.126
53 C 4.801 4.497 3.041  -0.116
54 C -3.223 -6.216 8.281  -0.013
55 H -4.685 -4.543 5.670  0.123
56 C -5.004 -7.531 7.311  -0.106
57 C -2.277 -2.027 6.351  0.020
58 H -3.039 2.600 5.554  0.120
59 C -2.680 0.781 0.015  -0.003
60 C 1.116 3.163 3.761  -0.445
61 C -3.416 -0.058 2.565  -0.023
62 H 5.385 4.831 3.905  0.083
63 C -2.445 2.797 4.647  -0.050
64 C 2.254 -2.909 4.768  -0.007
65 C -4.493 3.797 3.562  -0.060
66 H 2.612 -3.506 2.171  0.090
67 H -2.451 1.049 -1.012  0.118
68 C -4.492 -5.350 6.381  -0.016
69 H 2.979 0.451 4.986  0.074
70 H 3.548 -2.506 1.051  0.096
71 H -2.239 -0.188 5.238  0.108
72 C -2.278 -3.421 6.249  -0.259
73 C -3.979 -7.384 8.254  -0.087
74 H -2.463 -1.564 7.321  0.123
75 H 3.979 -0.221 1.359  0.096
76 H -2.819 3.717 1.393  0.117
77 S 2.206 3.615 2.441  1.067
78 O 0.964 -0.995 4.223  0.133
79 H -6.819 1.296 0.343  0.082
80 C -4.389 0.477 1.722  -0.018
81 H 3.897 3.694 5.639  0.109
82 H -5.123 3.031 4.028  0.077
83 C -5.268 -6.515 6.391  -0.085
84 H -0.668 0.425 0.644  0.126
85 C -0.930 3.244 2.340  -0.050

Kohn-Sham gap in eV: 7.92
Energy relative to the best compared isomer or geometry (same formula, charge and spin) in kJ/mol: 15.55
SMILES: COc1ccc([C@@H](B2OC(C)(C)C(C)(C)O2)c2ccc(Oc3ccccc3)cc2)cc1.Cc1ccc(-c2ccc(C)s2)cc1
Net charge: 0



Entry 6:
C6H12O as an isolated structure. Source: OMol25; level of theory: wB97M-V/def2-TZVPD.

Last column: natural (NBO) charge in e.
Geometry (Å):
1 H -2.814 -0.382 0.748  0.228
2 C -0.809 -0.152 -1.698  -0.452
3 H -1.233 2.172 0.757  0.482
4 O -1.325 1.901 -0.174  -0.827
5 C -0.981 0.149 -0.259  0.275
6 H -1.185 0.526 -2.465  0.207
7 H -0.286 1.747 -0.545  0.483
8 H 2.330 -0.342 -1.157  0.208
9 H 2.971 -0.711 1.239  0.207
10 H -0.956 -1.211 -1.948  0.190
11 H 1.324 -0.310 1.750  0.191
12 C -1.733 -0.532 0.829  -0.659
13 C 2.080 -0.130 0.974  -0.597
14 C 0.319 0.271 -0.780  -0.365
15 C 1.547 -0.511 -0.407  -0.408
16 H -1.532 -1.607 0.737  0.239
17 H 1.339 -1.596 -0.431  0.179
18 H 2.343 0.933 1.006  0.204
19 H -1.397 -0.217 1.824  0.215

Kohn-Sham gap in eV: 8.52
Energy relative to the best compared isomer or geometry (same formula, charge and spin) in kJ/mol: 437.27
Net charge: 0



Entry 7:
A single C17H17N3O3S molecule. Source: OMol25; level of theory: wB97M-V/def2-TZVPD.

Last column: natural (NBO) charge in e.
Geometry (Å):
1 H -6.000 -2.192 0.389  0.206
2 O -5.122 -0.524 1.233  -0.397
3 H 5.093 0.515 -4.000  0.173
4 H 0.651 0.358 3.515  0.250
5 S -1.454 -0.399 2.687  0.280
6 N -2.438 1.862 1.560  -0.345
7 C -4.462 -1.117 -0.805  -0.306
8 H 3.102 0.918 -2.798  0.216
9 H 1.791 1.222 -0.765  0.201
10 H -4.441 2.339 1.629  0.229
11 H 1.014 0.469 1.197  0.442
12 H -3.923 1.099 2.798  0.238
13 H 5.259 -0.828 -5.156  0.199
14 C 2.208 -0.724 0.020  0.112
15 C 4.618 -0.390 -4.393  -0.250
16 C 0.271 -0.624 3.239  -0.605
17 H -2.655 3.745 0.568  0.223
18 O 1.524 -2.441 2.318  -0.613
19 N 1.444 -0.465 1.161  -0.633
20 C -5.283 -1.411 0.237  0.091
21 C -1.336 1.135 1.872  0.212
22 H 3.653 -0.128 -4.840  0.173
23 O 4.478 -1.374 -3.400  -0.495
24 C -1.986 2.993 0.930  -0.107
25 H 0.097 3.587 0.517  0.213
26 C -4.187 0.360 0.831  0.249
27 C -0.628 2.902 0.908  -0.068
28 C 3.715 -1.090 -2.304  0.280
29 H -4.371 -1.649 -1.729  0.233
30 H 4.136 -3.029 -1.532  0.223
31 N -0.231 1.739 1.496  -0.546
32 C 3.615 -2.103 -1.350  -0.239
33 H 0.209 -1.274 4.111  0.257
34 C -3.801 1.462 1.770  -0.252
35 C 2.306 0.286 -0.931  -0.169
36 C 3.050 0.111 -2.084  -0.315
37 C -3.745 0.043 -0.419  -0.297
38 H -3.002 0.561 -0.991  0.234
39 C 2.874 -1.928 -0.202  -0.215
40 C 1.152 -1.296 2.183  0.665
41 H 2.804 -2.718 0.527  0.254

Kohn-Sham gap in eV: 8.26
Energy relative to the best compared isomer or geometry (same formula, charge and spin) in kJ/mol: 205.04
SMILES: COc1ccc(NC(=O)CSc2nccn2Cc2ccco2)cc1
Net charge: 0



Entry 8:
C5H7N as an isolated structure. Source: OMol25; level of theory: wB97M-V/def2-TZVPD.

Last column: natural (NBO) charge in e.
Geometry (Å):
1 C 2.028 0.109 -0.175  -0.639
2 H 0.269 1.387 0.935  0.203
3 C -2.657 -0.207 0.049  -0.225
4 H -3.157 2.006 0.157  0.235
5 H 2.535 -0.510 0.571  0.230
6 C -2.914 0.968 0.113  -0.261
7 H 2.311 1.150 -0.004  0.275
8 H -2.347 -1.231 -0.018  0.260
9 N 0.096 -1.645 -0.111  -0.713
10 C 0.462 -0.440 -0.029  0.248
11 C 0.249 0.888 -0.037  -0.208
12 H 0.872 -2.294 -0.209  0.354
13 H 2.313 -0.150 -1.194  0.242

Kohn-Sham gap in eV: 9.63
Energy relative to the best compared isomer or geometry (same formula, charge and spin) in kJ/mol: 611.34
Net charge: 0